Here is 2 unconnected molecules or ions with the total composition CH2ClFS in a non-equilibrium geometry from OMol25. Energies are from ωB97M-V with the def2-TZVPD basis set.

The geometry in ORCA input format:
```
! RIJCOSX wB97M-V def2-TZVPD def2/J DEFGRID3
* xyz 0 1
C -1.132 0.151 -0.033
F 2.279 -0.389 0.792
S 2.229 0.250 -0.729
Cl -1.786 -1.352 -0.248
H -0.337 0.557 -0.587
H -1.253 0.782 0.806
*
```

## Properties
* HOMO level (alpha / beta): -0.3731 / -0.3108 Eh
* relative energy (zero: lowest compared OMol25 entry of this formula, charge and spin): 3.637 eV
* energy: -997.3904 a.u.
* LUMO (alpha / beta): -0.40 / -2.59 eV

Atomic partial charges in e from the natural (NBO) method, atoms 1 to 5: C -0.409; F -0.463; S 0.448; Cl 0.077; H 0.164

***

Here is a single C7H13Br2OP molecule in a non-equilibrium geometry from OMol25. Energies are from ωB97M-V with the def2-TZVPD basis set.

The geometry in ORCA input format:
```
! RIJCOSX wB97M-V def2-TZVPD def2/J DEFGRID3
* xyz 0 1
C -0.813 -0.091 1.731
C -0.373 0.596 -1.042
C -1.568 -1.117 0.918
C -2.198 -0.515 -0.301
C -2.663 -1.374 -1.429
C 2.836 1.463 0.065
C 1.926 0.475 0.780
O -0.050 2.435 0.957
P 0.174 1.030 0.608
Br -0.320 -2.538 0.402
Br -3.460 0.855 0.176
H -1.503 0.571 2.263
H -0.177 -0.575 2.474
H 0.101 -0.203 -1.584
H -0.786 1.403 -1.625
H -2.329 -1.618 1.529
H -2.987 -0.760 -2.267
H -3.515 -1.977 -1.104
H -1.877 -2.049 -1.759
H 3.863 1.361 0.403
H 2.810 1.313 -1.013
H 2.503 2.478 0.282
H 2.140 0.477 1.852
H 2.043 -0.541 0.402
*
```

## Properties
* HOMO level: -0.3333 Eh
* relative energy (zero: lowest compared OMol25 entry of this formula, charge and spin): 1.326 eV
* energy: -5839.1241 a.u.
* LUMO: 0.09 eV

Atomic partial charges in e from the natural (NBO) method, atoms 1 to 5: C -0.794; C -0.772; C -0.328; C 0.027; C -0.707